# 1
A structure of composition C18H12ClI2N4O5Ti, computed with ωB97M-V with the def2-TZVPD basis set.

```
! RIJCOSX wB97M-V def2-TZVPD def2/J DEFGRID3
* xyz -1 3
Ti -0.03 0.75 0.96
Cl -5.76 5.02 -0.73
C -4.55 3.96 -0.05
C -4.49 3.79 1.34
C -3.55 2.97 1.90
C -2.60 2.28 1.10
O -1.73 1.51 1.64
C -2.69 2.47 -0.31
C -1.82 1.76 -1.20
O -0.90 1.00 -0.87
C -3.67 3.31 -0.86
H -5.20 4.32 1.97
H -3.50 2.82 2.97
H -2.00 1.89 -2.28
H -3.72 3.43 -1.94
I 6.77 -4.61 1.95
C 5.51 -3.03 1.42
C 4.15 -3.13 1.67
C 3.32 -2.07 1.32
C 3.85 -0.93 0.73
C 5.22 -0.85 0.49
C 6.05 -1.90 0.83
C 2.96 0.22 0.36
O 3.45 1.26 -0.07
O 1.70 -0.01 0.53
H 3.74 -4.02 2.14
H 2.26 -2.13 1.51
H 5.61 0.05 0.03
H 7.12 -1.84 0.64
N -0.49 -5.52 0.19
C -1.01 -4.52 0.46
N -1.70 -3.44 0.77
C -1.18 -2.28 0.92
N -0.80 -1.20 1.13
N 2.52 3.64 1.19
C 1.24 3.36 1.47
O 0.59 2.67 0.62
C 0.64 3.82 2.68
I 1.00 1.07 3.75
H 2.95 3.03 0.50
H 3.10 4.02 1.93
H -0.43 3.71 2.79
H 1.21 4.38 3.40
*
```

Values from the calculation:
HOMO energy (spin up / spin down) in eV: -5.1 / -5.9
Frontier orbital gap (spin up / spin down) in Eh: 0.25000 / 0.25975
Expectation value of S²: 2.009

Löwdin population analysis, charges in e, atoms 1 to 5: 0.837, 0.625, -0.673, -0.093, 0.012



# 2
The molecule C5H11NO, computed with ωB97M-V with the def2-TZVPD basis set.

```
! RIJCOSX wB97M-V def2-TZVPD def2/J DEFGRID3
* xyz 0 1
C 2.85 0.22 -0.14
N 1.51 0.47 -0.63
C 0.49 0.02 0.16
O 0.76 -0.45 1.25
C -0.96 -0.07 -0.35
C -1.46 -1.40 0.30
C -1.91 1.05 0.10
H 3.18 0.96 0.60
H 3.56 0.17 -0.96
H 2.83 -0.74 0.38
H 1.36 1.12 -1.38
H -0.95 -0.07 -1.46
H -1.14 -1.46 1.35
H -1.05 -2.30 -0.18
H -2.55 -1.44 0.30
H -2.93 0.73 -0.12
H -1.82 1.17 1.18
H -1.77 2.02 -0.38
*
```

Values from the calculation:
HOMO energy in eV: -9.5
Frontier orbital gap in Eh: 0.38365
SMILES string: CNC(=O)C(C)C

Löwdin population analysis, charges in e, atoms 1 to 5: -0.084, 0.012, -0.474, 0.026, -0.314



Computed energy above the lowest of the compared OMol25 structures with the same formula, charge and spin, in the same sequence as the records: 0.0; 11.9 kcal per mole.
Computed molecular weight, in the same sequence as the records: 701.4; 101.1 g mol⁻¹.
Computed calculated total energy, in the same sequence as the records: -86904.7008; -8901.1803 eV.